No. 1
C6H40O18 | ωB97M-V/def2-TZVPD

Geometry (Å):
C 1.418 -0.747 -0.314
C 1.392 -2.279 -0.223
O 0.306 -2.894 -0.924
C -0.957 -2.559 -0.451
C -1.722 -1.671 -1.449
C -2.771 -1.092 -0.464
C -1.841 -0.861 0.701
O -1.746 0.094 1.347
O -1.069 -1.977 0.857
H 1.653 -0.367 0.683
H 0.457 -0.338 -0.553
H 2.184 -0.369 -0.966
H 1.455 -2.630 0.801
H 2.290 -2.656 -0.703
H -1.557 -3.476 -0.381
H -1.115 -0.917 -1.936
H -2.062 -2.375 -2.199
H -3.226 -0.244 -0.928
H -3.430 -1.934 -0.284
O 0.024 -4.096 2.566
H -0.450 -3.291 2.314
H -0.444 -4.802 2.108
O 2.392 -2.679 4.682
H 1.920 -1.873 4.429
H 1.921 -3.382 4.221
O 1.710 0.239 5.078
H 2.066 -0.003 5.941
H 0.818 0.548 5.272
O 2.502 1.194 7.750
H 3.044 1.210 8.548
H 2.638 2.063 7.353
O 0.870 0.238 -2.894
H 0.389 1.034 -3.158
H 1.416 0.042 -3.663
O 1.101 2.572 -4.587
H 0.465 3.274 -4.760
H 1.911 3.047 -4.362
O 1.911 5.259 -3.913
H 1.996 5.929 -4.602
H 2.256 5.693 -3.125
O -5.443 -0.760 -1.627
H -5.901 0.061 -1.838
H -5.933 -1.436 -2.110
O 4.143 -1.129 7.225
H 3.668 -0.313 7.011
H 3.684 -1.818 6.727
O 0.807 4.412 -7.260
H 0.884 3.764 -6.549
H 0.620 3.880 -8.041
O 2.040 -5.913 5.690
H 2.151 -5.147 6.266
H 1.485 -5.589 4.972
O -3.062 2.055 -0.560
H -2.697 1.741 0.280
H -3.938 2.385 -0.333
O 0.486 7.697 -3.813
H -0.011 8.502 -3.997
H 0.016 7.007 -4.295
O -3.751 -3.972 -3.137
H -3.966 -4.180 -4.053
H -4.017 -4.757 -2.646
O -0.315 3.575 -2.273
H 0.100 3.812 -1.437
H -1.164 3.195 -2.012

As for the spin multiplicity: 1. As for the LUMO energy: 0.16 eV. The value obtained for the HOMO energy is -9.3 eV. The frontier orbital gap comes out at 9.487 eV.



No. 2
C52H140N10O16 | ωB97M-V/def2-TZVPD

Geometry (Å):
C 5.454 4.905 0.974
O 4.911 4.264 -0.138
C 3.565 3.886 0.166
C 2.862 3.527 -1.148
N 3.371 2.247 -1.605
C 2.670 1.904 -2.845
C 2.903 0.441 -3.181
O 4.254 0.074 -3.184
C 4.581 -0.594 -1.931
H 6.491 5.155 0.751
H 5.450 4.253 1.847
H 4.951 5.861 1.122
H 3.109 4.742 0.663
H 3.489 3.024 0.829
H 3.117 4.326 -1.844
H 1.809 3.415 -0.891
H 4.373 2.339 -1.689
H 3.046 2.526 -3.658
H 1.605 2.063 -2.675
H 2.613 0.373 -4.230
H 2.277 -0.284 -2.661
H 4.397 -0.095 -0.980
H 5.652 -0.782 -1.851
H 4.195 -1.612 -1.882
C -6.727 1.174 2.370
O -6.180 2.210 3.089
C -4.970 2.813 2.670
C -4.721 4.180 3.363
N -3.387 4.702 3.512
C -2.683 4.910 2.320
C -1.564 3.834 2.025
O -0.770 3.683 3.198
C 0.352 4.605 3.469
H -7.657 1.153 2.939
H -6.178 0.234 2.425
H -6.908 1.351 1.310
H -4.968 2.947 1.588
H -4.173 2.128 2.958
H -5.302 4.218 4.284
H -5.316 4.942 2.860
H -2.855 4.062 4.083
H -2.175 5.859 2.485
H -3.322 5.179 1.479
H -0.887 4.062 1.202
H -1.965 2.847 1.797
H 0.106 5.608 3.819
H 0.879 4.741 2.524
H 0.941 4.318 4.340
C 8.118 -1.256 3.688
O 6.800 -1.703 3.468
C 6.289 -1.178 2.223
C 4.804 -1.497 2.116
N 4.406 -2.866 1.744
C 3.271 -2.843 0.774
C 1.885 -2.943 1.580
O 1.627 -4.195 2.235
C 1.613 -5.426 1.383
H 8.239 -1.550 4.731
H 8.380 -0.202 3.771
H 8.809 -1.637 2.937
H 6.916 -1.507 1.394
H 6.428 -0.105 2.095
H 4.397 -0.791 1.391
H 4.323 -1.062 2.992
H 4.140 -3.358 2.585
H 3.283 -3.697 0.096
H 3.300 -1.949 0.152
H 1.186 -2.849 0.749
H 1.792 -2.123 2.292
H 2.588 -5.831 1.112
H 1.113 -5.399 0.415
H 1.137 -6.231 1.942
C -2.358 1.771 6.598
C -0.883 2.251 6.652
C -0.068 1.302 7.638
O -0.678 1.363 8.961
C 0.148 0.970 9.993
N -0.388 1.991 5.318
H -2.734 1.844 7.619
H -2.443 0.807 6.096
H -2.945 2.386 5.917
H -0.848 3.311 6.903
H 0.945 1.703 7.628
H -0.188 0.281 7.275
H 0.023 -0.113 10.010
H -0.184 1.419 10.929
H 1.172 1.309 9.836
H -0.854 2.594 4.655
H 0.618 2.079 5.292
C -7.331 -1.251 -2.956
C -6.428 -1.482 -1.642
C -5.748 -0.219 -0.973
O -4.959 0.519 -1.998
C -4.376 1.702 -1.509
N -7.361 -2.114 -0.678
H -7.904 -2.144 -3.206
H -6.756 -0.940 -3.827
H -8.093 -0.502 -2.737
H -5.617 -2.137 -1.960
H -5.046 -0.439 -0.169
H -6.554 0.424 -0.622
H -5.111 2.409 -1.124
H -3.730 2.232 -2.210
H -3.766 1.561 -0.617
H -6.790 -2.483 0.069
H -7.836 -2.824 -1.216
C -2.166 0.122 -6.297
C -0.591 0.439 -6.271
C 0.102 -0.613 -7.260
O 0.097 -0.281 -8.592
C 1.178 -0.879 -9.333
N -0.320 1.829 -6.485
H -2.472 -0.922 -6.231
H -2.690 0.485 -7.181
H -2.752 0.512 -5.464
H -0.274 0.316 -5.235
H -0.412 -1.528 -6.965
H 1.066 -0.797 -6.784
H 1.343 -0.542 -10.357
H 1.046 -1.952 -9.472
H 2.080 -0.531 -8.829
H 0.671 1.963 -6.338
H -0.441 1.910 -7.484
C 0.032 -3.215 -2.779
C 1.455 -3.107 -3.226
C 1.969 -4.513 -3.424
O 1.976 -5.251 -2.181
C 2.366 -6.611 -2.192
N 1.386 -2.421 -4.497
H -0.574 -3.874 -3.402
H -0.609 -2.339 -2.683
H 0.038 -3.725 -1.816
H 2.048 -2.619 -2.452
H 3.004 -4.463 -3.763
H 1.386 -5.201 -4.036
H 1.823 -7.166 -2.957
H 2.407 -7.071 -1.205
H 3.409 -6.660 -2.506
H 0.498 -2.757 -4.843
H 1.251 -1.451 -4.251
C 6.683 2.617 3.805
C 6.149 2.370 5.226
C 5.170 1.286 5.045
O 4.053 1.866 4.373
C 2.778 1.249 4.358
N 7.241 1.886 6.107
H 5.974 2.535 2.981
H 7.483 1.931 3.527
H 7.120 3.613 3.877
H 5.779 3.309 5.638
H 4.809 0.831 5.967
H 5.552 0.517 4.373
H 2.168 1.662 3.555
H 2.268 1.352 5.315
H 3.030 0.196 4.229
H 7.026 1.437 6.986
H 7.858 2.633 6.391
C -1.276 -4.108 -7.180
C -2.651 -4.781 -6.811
C -3.653 -3.765 -6.293
O -3.164 -2.978 -5.162
C -4.249 -2.351 -4.474
N -3.015 -5.504 -7.978
H -0.556 -4.706 -7.738
H -0.657 -3.791 -6.341
H -1.572 -3.309 -7.859
H -2.429 -5.598 -6.125
H -4.490 -4.334 -5.888
H -3.886 -3.053 -7.085
H -4.993 -2.991 -4.000
H -4.676 -1.659 -5.200
H -3.862 -1.679 -3.708
H -4.015 -5.637 -7.945
H -2.865 -4.966 -8.819
C 0.830 0.973 1.030
C -0.609 0.703 0.600
C -0.831 -0.451 -0.476
O -0.230 -0.095 -1.739
C -1.172 0.754 -2.429
N -1.317 0.359 1.761
H 1.350 0.276 1.687
H 1.028 1.973 1.413
H 1.544 0.988 0.206
H -1.046 1.632 0.236
H -1.908 -0.588 -0.568
H -0.499 -1.393 -0.040
H -0.750 1.215 -3.322
H -1.460 1.589 -1.791
H -2.037 0.177 -2.755
H -1.064 0.893 2.580
H -1.193 -0.611 2.012
C -0.566 5.395 -3.966
C -1.352 4.695 -2.867
O -0.741 4.995 -1.652
H -0.308 6.426 -3.724
H -1.024 5.336 -4.953
H 0.345 4.804 -4.062
H -1.290 3.611 -2.958
H -2.416 4.887 -3.005
H -0.846 5.932 -1.472
C -4.221 -2.374 1.666
C -4.064 -3.788 1.382
O -5.056 -4.077 0.455
H -5.206 -1.908 1.653
H -3.726 -1.747 0.924
H -3.852 -2.046 2.638
H -4.364 -4.273 2.311
H -3.029 -4.035 1.145
H -4.700 -4.519 -0.320
C 0.436 -1.760 4.725
C -1.051 -1.926 4.217
O -1.099 -2.486 2.880
H 0.351 -1.145 5.620
H 1.152 -1.272 4.063
H 0.832 -2.745 4.972
H -1.557 -0.960 4.193
H -1.758 -2.493 4.823
H -0.480 -3.191 2.677

As for the spin multiplicity: 1. As for the LUMO energy: 0.42 eV. The value obtained for the energy above the lowest of the compared OMol25 structures with the same formula, charge and spin is 77.9 kcal/mol. The value obtained for the HOMO energy is -8.6 eV. The frontier orbital gap comes out at 9.048 eV.



No. 3
C27H61Br2NO13S | ωB97M-V/def2-TZVPD

Geometry (Å):
C -5.644 -2.586 0.679
C -4.625 -2.009 1.606
Br -5.074 -0.265 2.188
C -3.470 -2.551 1.965
Br -3.058 -4.242 1.230
C -2.449 -1.912 2.868
C -1.006 -2.399 2.641
C 0.019 -1.568 3.429
N 0.516 -0.352 2.783
C -0.594 -1.152 4.760
O -1.419 -2.222 5.255
S -2.870 -2.238 4.596
O -3.621 -1.141 5.120
O -3.342 -3.578 4.707
H -6.634 -2.211 0.924
H -5.423 -2.282 -0.349
H -5.655 -3.672 0.723
H -2.464 -0.838 2.692
H -0.956 -3.429 2.996
H -0.774 -2.372 1.577
H 0.876 -2.216 3.625
H 0.886 -0.605 1.869
H -0.269 0.259 2.583
H -1.202 -0.252 4.634
H 0.163 -0.928 5.506
C 0.370 3.190 -0.249
O -0.223 2.795 -1.475
C 0.298 1.584 -1.992
C -0.609 0.410 -1.702
O -0.707 0.149 -0.310
C -1.895 0.654 0.269
H -0.245 3.985 0.169
H 0.415 2.360 0.461
H 1.378 3.584 -0.413
H 1.299 1.394 -1.588
H 0.388 1.700 -3.076
H -0.195 -0.485 -2.177
H -1.603 0.586 -2.124
H -2.754 0.030 -0.002
H -2.093 1.687 -0.026
H -1.772 0.626 1.350
C 2.533 9.241 1.582
O 2.516 8.291 2.631
C 1.370 7.458 2.628
C 1.656 6.102 2.025
O 1.980 6.187 0.647
C 3.370 6.112 0.388
H 3.537 9.662 1.542
H 2.301 8.782 0.618
H 1.819 10.049 1.776
H 0.547 7.940 2.090
H 1.060 7.322 3.669
H 0.757 5.482 2.114
H 2.461 5.608 2.578
H 3.734 5.086 0.510
H 3.939 6.774 1.045
H 3.525 6.418 -0.645
C -6.639 -0.069 -5.184
O -6.728 1.079 -4.361
C -6.529 0.812 -2.984
C -5.131 1.166 -2.532
O -4.151 0.346 -3.151
C -3.490 0.969 -4.238
H -6.579 0.275 -6.215
H -5.750 -0.662 -4.954
H -7.529 -0.698 -5.073
H -6.738 -0.241 -2.763
H -7.244 1.422 -2.424
H -5.059 1.003 -1.451
H -4.928 2.223 -2.728
H -2.771 1.713 -3.875
H -4.192 1.454 -4.919
H -2.950 0.194 -4.781
C 3.607 -0.660 1.862
O 3.073 -0.788 0.554
C 3.616 0.129 -0.383
C 4.654 -0.525 -1.265
O 5.799 -0.938 -0.539
C 5.753 -2.307 -0.181
H 3.298 -1.543 2.420
H 4.698 -0.608 1.864
H 3.193 0.224 2.355
H 4.044 0.995 0.131
H 2.791 0.480 -1.012
H 4.986 0.194 -2.020
H 4.207 -1.379 -1.787
H 5.901 -2.943 -1.059
H 4.797 -2.563 0.285
H 6.554 -2.494 0.532
C 3.358 -7.336 -0.616
O 2.158 -6.596 -0.493
C 2.358 -5.240 -0.133
C 2.266 -4.313 -1.323
O 3.307 -4.540 -2.260
C 2.911 -5.305 -3.383
H 3.111 -8.275 -1.107
H 4.100 -6.804 -1.216
H 3.783 -7.554 0.370
H 3.326 -5.114 0.363
H 1.574 -4.971 0.583
H 2.360 -3.281 -0.969
H 1.288 -4.418 -1.805
H 2.296 -4.707 -4.064
H 2.354 -6.197 -3.087
H 3.817 -5.609 -3.905

As for the spin multiplicity: 1. As for the LUMO energy: 0.44 eV. The value obtained for the energy above the lowest of the compared OMol25 structures with the same formula, charge and spin is 0.0 kcal/mol. Its SMILES is C/C(Br)=C(\Br)[C@@H]1C[C@@H](N)COS1(=O)=O.COCCOC.COCCOC.COCCOC.COCCOC.COCCOC. The value obtained for the HOMO energy is -9.2 eV. The frontier orbital gap comes out at 9.671 eV.



No. 4
C4H4ORh | ωB97M-V/def2-TZVPD

Geometry (Å):
H -2.061 2.401 0.695
C -1.780 1.455 0.263
C -1.666 0.254 0.059
C -1.175 -1.076 -0.286
H -1.710 -1.448 -1.174
H -1.377 -1.773 0.543
C 0.437 -1.052 -0.571
O 1.220 -0.931 0.582
Rh 1.546 0.694 -0.425
H 0.679 -1.969 -1.153

As for the spin multiplicity: 6. As for the LUMO energy (spin up / spin down): 0.78 / -2.44 eV. The value obtained for the energy above the lowest of the compared OMol25 structures with the same formula, charge and spin is 0.0 kcal/mol. The value obtained for the HOMO energy (spin up / spin down) is -6.7 / -10.2 eV. The frontier orbital gap (spin up / spin down) comes out at 7.453 / 7.733 eV.



No. 5
C16H26MnN6O6 | ωB97M-V/def2-TZVPD

Geometry (Å):
O -0.002 -1.187 -3.446
H -0.562 -1.418 -4.197
Mn -0.109 0.044 -0.231
N 1.406 -0.921 -0.827
N -0.707 -1.687 0.360
N 0.662 1.753 -0.282
N -1.302 0.931 0.991
O 2.554 -0.442 -1.104
O 1.862 2.015 -0.827
O -2.132 0.350 1.847
O -1.689 -1.997 1.145
C -0.068 -2.696 -0.313
C 1.139 -2.267 -0.935
C 0.005 2.741 0.381
C -1.129 2.265 1.130
C 2.054 -3.088 -1.743
H 2.070 -2.705 -2.768
H 1.732 -4.130 -1.745
H 3.056 -3.022 -1.311
C -0.637 -4.067 -0.336
H -1.613 -4.073 -0.844
H -0.773 -4.436 0.688
H 0.031 -4.747 -0.872
C 0.520 4.126 0.477
C -1.894 3.107 2.095
H 1.160 4.326 -0.385
H 1.104 4.297 1.396
H -0.316 4.834 0.468
H -2.566 2.502 2.718
H -2.509 3.829 1.537
H -1.241 3.703 2.758
H 2.236 1.061 -1.054
H -2.019 -0.679 1.628
C -1.182 0.062 -1.753
H -0.732 -0.648 -2.737
H -1.238 1.090 -2.123
H -2.142 -0.407 -1.511
O 1.767 0.638 -3.436
H 1.012 0.053 -3.712
H 1.434 1.526 -3.615
N 2.314 -1.612 3.426
C 1.679 -1.530 2.218
N 1.231 -0.303 1.990
C 1.578 0.467 3.096
C 1.352 1.809 3.416
C 1.789 2.279 4.664
C 2.468 1.444 5.565
C 2.721 0.100 5.236
C 2.261 -0.344 4.016
H 2.741 -2.437 3.794
H 1.588 -2.390 1.579
H 0.846 2.422 2.665
H 1.601 3.323 4.934
H 2.797 1.849 6.522
H 3.249 -0.599 5.888

As for the spin multiplicity: 6. As for the LUMO energy (spin up / spin down): -0.64 / -1.09 eV. The value obtained for the HOMO energy (spin up / spin down) is -6.1 / -7.5 eV. The frontier orbital gap (spin up / spin down) comes out at 5.498 / 6.413 eV.



Quick rundown of energy, same order as above: -43725.6879, -103840.4185, -208009.2358, -9259.0094, -69550.2136 eV